(i)
DFT (ωB97M-V/def2-TZVPD) results for C5H11N3O in the gas phase.

Cartesian coordinates (Å):
C  0.1062  1.2162  2.2362
C  -0.4723  -1.3754  -1.9056
N  -0.6987  -0.0936  -1.3578
C  0.7562  -0.4880  0.6642
C  0.5057  0.3822  -0.4724
N  -1.9040  -0.0918  -0.6122
C  1.2139  1.4059  -0.9112
O  0.3242  -0.1481  1.9209
N  0.9220  -1.7548  0.3995
H  -2.1012  0.8584  -0.3206
H  -1.8503  -0.6854  0.2212
H  0.9534  -2.3316  1.2379
H  -0.2101  1.2397  3.2776
H  -0.6774  1.6511  1.6092
H  1.0177  1.8048  2.1159
H  0.3179  -1.3260  -2.6521
H  0.0887  -2.0244  -0.8842
H  -1.3842  -1.8259  -2.2839
H  2.1316  1.7110  -0.4317
H  0.9608  1.8757  -1.8507

**Gap between HOMO and LUMO**: 8.583 eV
**SMILES**: [H]/N=C(\OC)C(=C)N(C)N

=====

(ii)
DFT (ωB97M-V/def2-TZVPD) results for 2 unconnected molecules or ions with the total composition C5H11N3O.

Cartesian coordinates (Å):
C  1.6146  1.4079  1.0122
C  1.6568  -1.0363  0.2007
C  0.9287  0.0767  0.9861
N  0.8485  -1.9887  -0.2933
C  -0.0335  -0.2625  1.8427
O  2.8691  -1.0266  0.1008
H  -0.1643  -1.7515  -0.5725
H  1.3187  -2.6843  -0.8555
H  1.3662  2.0017  1.8871
H  2.6942  1.2660  0.9838
H  1.3264  2.0112  0.1504
H  -0.4724  0.4655  2.5079
H  -0.4972  -1.2337  1.8253
N  -2.2892  1.1813  -1.6084
C  -1.3825  0.2125  -1.3598
N  -1.6049  -1.0128  -1.1311
H  -3.2552  0.9918  -1.5353
H  -2.0181  2.1247  -1.8361
H  -2.6046  -1.2637  -1.0146
H  -0.3012  0.5210  -1.2904

**Gap between HOMO and LUMO**: 9.745 eV
**SMILES**: C=C(C)C(N)=O.[H]/N=C\N

=====

(iii)
DFT (ωB97M-V/def2-TZVPD) results for 2 unconnected molecules or ions with the total composition C5H11N3O.

Cartesian coordinates (Å):
C  -2.2277  0.2497  -0.5660
C  -1.1554  -1.8192  0.1942
N  -0.9945  -0.5065  -0.4229
N  1.0428  0.5323  1.9835
O  0.0491  1.1979  2.2588
H  -2.9794  -0.3155  -1.1263
H  -2.1057  1.2017  -1.0896
H  -2.6441  0.4857  0.4193
H  -1.7054  -2.4929  -0.4710
H  -0.1863  -2.2720  0.4275
H  -1.7099  -1.7310  1.1344
C  0.1433  -0.2417  -1.1661
C  1.8418  1.0864  0.9895
C  3.0583  0.6113  0.6995
N  0.3962  0.7684  -1.9295
H  -0.2914  1.5045  -1.7725
H  0.8304  -1.1032  -1.2171
H  1.5360  2.0530  0.5943
H  3.4046  -0.3522  1.0609
H  3.6974  1.1433  -0.0009

**Gap between HOMO and LUMO**: 7.850 eV
**SMILES**: [H]/N=C\N(C)C.C=CN=O

=====

It is (ii) that is most stable; the runner-up trails by 0.1357 hartree.

=====

(i)
DFT (ωB97M-V/def2-TZVPD) results for 2 unconnected molecules or ions with the total composition C11H18O.

Cartesian coordinates (Å):
C  -0.9212  0.2099  0.3391
C  -2.2959  -0.3837  0.6985
C  0.1311  0.0467  1.3712
C  0.2733  0.8691  2.4908
C  0.9111  -1.1310  1.1677
C  1.0748  0.4085  3.5909
C  1.6677  -1.5235  2.2171
C  1.7762  -0.7916  3.3866
O  2.5157  -1.3065  4.4192
H  -0.6059  -0.2560  -0.7162
H  -0.9192  1.2683  0.0446
H  -2.6556  0.2087  1.6383
H  -0.5946  1.6023  2.5855
H  1.1356  -1.7116  0.2440
H  1.2018  1.1058  4.5089
H  2.2632  -2.5286  2.1776
H  2.5113  -0.6341  5.1357
H  -2.1565  -1.4801  0.8808
H  -3.0672  -0.2889  -0.1450
C  -0.0960  0.5823  -2.7877
C  0.2228  1.7993  -3.6554
C  -0.7232  -0.6255  -3.2733
H  0.8693  0.4012  -2.1336
H  -0.8458  0.8156  -1.9117
H  0.5192  2.7251  -3.1149
H  -0.0411  -1.1500  -4.0981
H  -0.9953  -1.3352  -2.5324
H  -1.6931  -0.5353  -3.9036
H  1.1070  1.5736  -4.3018
H  -0.5696  2.0651  -4.3230

**Gap between HOMO and LUMO**: 9.197 eV
**SMILES**: CCc1ccc(O)cc1.CCC

=====

(ii)
DFT (ωB97M-V/def2-TZVPD) results for 2 unconnected molecules or ions with the total composition C11H18O.

Cartesian coordinates (Å):
C  -2.4974  -1.7472  -0.1843
C  -3.7816  -2.4019  0.3648
C  -2.8183  -0.8573  -1.4170
H  -1.7234  -2.3348  -0.6644
H  -2.0541  -1.1062  0.5704
H  -3.8147  -3.4099  -0.0358
H  -3.7247  -2.4982  1.4492
H  -1.9994  -0.3834  -1.9714
H  -3.5845  -0.0762  -1.3012
H  -4.6483  -1.8516  0.0278
H  -3.2303  -1.4587  -2.2283
C  1.3952  0.1624  -2.1867
C  2.9352  -0.2134  -2.3544
C  1.1247  0.5016  -0.7587
C  1.6074  1.7117  -0.2297
C  0.6363  -0.4677  0.1043
C  1.5105  1.9470  1.1209
C  0.2494  -0.1182  1.4045
C  0.6502  1.1268  1.8491
O  0.3256  1.4283  3.1565
H  1.2114  0.9521  -2.9101
H  0.8157  -0.7142  -2.4450
H  3.3694  -0.0150  -3.3177
H  2.1408  2.3477  -0.9297
H  0.5393  -1.4937  -0.2320
H  2.0830  2.6660  1.7014
H  -0.3811  -0.6507  2.1033
H  0.6396  2.3055  3.4053
H  2.9532  -1.3040  -2.2403
H  3.4995  0.3042  -1.5821

**Gap between HOMO and LUMO**: 9.143 eV
**SMILES**: CCc1ccc(O)cc1.CCC

=====

It is (ii) that is most stable; the runner-up trails by 0.0505 hartree.